[1]
C30H60Br6O18 | ωB97M-V/def2-TZVPD

Last column: Mulliken charge in e.
Geometry (Å):
C -31.14450 0.26903 -7.40870  -1.141
C -30.45945 1.65281 -7.16967  0.061
O -28.93867 1.56474 -7.09344  -0.381
C -28.41009 1.35242 -5.91135  0.797
O -27.17564 1.46060 -5.64611  -0.534
O -29.34635 1.04502 -5.01720  -0.345
C -29.02954 0.95734 -3.63139  -0.301
H -31.97342 0.31784 -8.11482  0.381
H -31.57855 -0.20754 -6.52973  0.262
H -30.30249 -0.24757 -7.86939  0.288
H -30.97419 2.08037 -6.30924  0.020
H -30.55479 2.38763 -7.96908  0.437
H -28.49304 1.83122 -3.26180  0.013
H -28.52777 0.00146 -3.48090  0.259
H -30.05827 0.91775 -3.27327  0.248
C -23.76830 7.38463 -6.93344  -0.630
C -23.87721 8.74252 -6.24253  -0.384
O -22.73708 8.78623 -5.39870  -0.070
C -22.13185 9.95618 -5.19667  0.684
O -22.44681 11.04768 -5.64136  -0.593
O -21.18216 9.80085 -4.28647  -0.330
C -20.66907 10.91476 -3.64810  -0.682
H -22.71314 7.17058 -7.10348  0.336
H -24.37268 7.48315 -7.83519  0.400
H -24.20246 6.57624 -6.34513  -0.236
H -24.79891 8.84441 -5.66964  0.211
H -23.92264 9.45141 -7.06928  0.480
H -19.84491 10.58919 -3.01339  0.234
H -21.49093 11.35885 -3.08647  0.278
H -20.23743 11.66621 -4.30924  0.334
C -26.97204 10.19234 0.37415  -0.953
C -26.42954 10.72936 -0.97556  0.014
O -25.05760 10.20203 -1.15017  -0.408
C -24.83546 8.90602 -1.56168  0.762
O -25.76956 8.13180 -1.87254  -0.332
O -23.50725 8.67863 -1.56618  -0.334
C -22.98655 7.56129 -2.23208  -0.375
H -27.83092 10.74831 0.75007  0.419
H -26.15962 10.28421 1.09500  0.305
H -27.33589 9.16748 0.30082  0.109
H -26.33437 11.80622 -1.11491  0.352
H -27.08908 10.48613 -1.80858  0.016
H -21.92503 7.76796 -2.36836  0.295
H -23.23651 7.58157 -3.29283  0.039
H -23.01898 6.63616 -1.65659  0.168
C -34.56012 9.97535 -4.42612  -1.058
C -34.06862 9.55494 -5.81121  -0.322
O -32.75651 8.96626 -5.81176  -0.244
C -31.66700 9.76696 -6.01816  0.629
O -31.63223 10.82446 -6.64550  -0.629
O -30.68625 9.14100 -5.48507  -0.165
C -29.32752 9.73822 -5.49666  -0.683
H -33.95495 10.63866 -3.80812  0.323
H -34.80222 9.13374 -3.77715  0.271
H -35.43056 10.61579 -4.56850  0.368
H -34.13238 10.34586 -6.55851  0.360
H -34.67840 8.76852 -6.25597  0.284
H -29.23649 10.75446 -5.88014  0.360
H -28.64339 9.11421 -6.07171  0.168
H -28.79496 9.65992 -4.54885  0.262
C -25.00009 -0.64024 -3.99760  -1.406
C -24.55467 0.80153 -3.83974  0.476
O -23.63306 1.12297 -4.91484  -0.334
C -23.33733 2.37907 -5.09572  0.847
O -23.55912 3.30380 -4.30533  -0.556
O -22.56370 2.43551 -6.12629  -0.390
C -21.91194 3.69081 -6.44590  -0.372
H -24.01656 -1.10086 -3.90479  0.445
H -25.40943 -0.63514 -5.00779  0.286
H -25.63236 -0.77695 -3.12030  0.302
H -24.01063 0.89816 -2.90018  0.480
H -25.45982 1.40170 -3.74702  -0.364
H -21.57097 3.60738 -7.47783  0.274
H -20.97428 3.87871 -5.92284  0.294
H -22.64927 4.48846 -6.35535  0.018
C -20.08482 6.19491 2.75031  -1.131
C -21.11637 5.17967 2.26848  -0.289
O -22.14615 5.87073 1.53398  -0.238
C -23.27094 5.22814 1.25962  0.583
O -23.54832 4.10440 1.45853  -0.547
O -24.05492 6.22061 0.67732  -0.392
C -25.43524 6.05123 0.36951  -0.185
H -20.58228 6.72351 3.56346  0.305
H -19.96738 6.88840 1.91761  0.294
H -19.13483 5.69774 2.94638  0.353
H -21.54839 4.65512 3.12072  0.334
H -20.59983 4.50592 1.58487  0.307
H -25.97372 5.52295 1.15631  0.498
H -25.44496 5.40771 -0.51020  0.031
H -25.95382 6.99082 0.17885  -0.097
Br -31.92551 7.28073 -1.35288  -0.216
C -31.88225 6.47126 -3.15968  -0.602
C -30.71626 5.52242 -3.09182  -0.282
Br -30.59899 4.72133 -4.87915  -0.148
H -31.71517 7.26736 -3.88523  0.282
H -32.79334 5.97223 -3.48983  0.489
H -31.02013 4.74830 -2.38719  0.434
H -29.79022 6.03066 -2.82305  0.008
Br -28.93167 4.99694 -0.33258  0.054
C -29.27134 5.35216 1.60055  -0.775
C -29.24361 4.00798 2.36524  -0.553
Br -29.21307 4.34397 4.29863  -0.174
H -30.25499 5.82171 1.59305  0.427
H -28.51636 6.03651 1.98756  0.433
H -28.27007 3.52693 2.27084  0.305
H -30.09588 3.36677 2.14033  0.410
Br -27.28714 6.55493 -5.76023  -0.125
C -26.72989 4.89226 -4.75940  0.037
C -26.78969 5.26723 -3.26437  0.532
Br -26.35710 3.57745 -2.24924  -0.076
H -25.75734 4.64268 -5.18362  0.093
H -27.38347 4.10760 -5.14051  -0.095
H -27.73802 5.66695 -2.90520  -0.332
H -25.98172 5.98451 -3.12020  -0.050

As for the SMILES: CCOC(=O)OC.CCOC(=O)OC.CCOC(=O)OC.CCOC(=O)OC.CCOC(=O)OC.CCOC(=O)OC.BrCCBr.BrCCBr.BrCCBr. The energy relative to the best compared isomer or geometry (same formula, charge and spin) is 40.3 kcal per mole. For the orbital gap, the calculation gives 0.3627 Ha. As for the LUMO energy: 0.010 Eh.


[2]
C6H7CeCl2NO4Pm | ωB97M-V/def2-TZVPD

Last column: Löwdin spin population.
Geometry (Å):
Ce -1.33294 -0.66158 -5.33734  1.007
Pm 0.48447 0.99573 -0.97723  4.057
Cl -1.09616 -2.74581 -3.90071  -0.017
Cl -1.64293 2.26531 -1.25469  -0.031
C 2.37639 2.54821 -1.50596  -0.007
C 0.63853 -1.04228 -6.31348  -0.002
C 0.14297 1.03402 -4.84482  0.000
O 3.26377 3.23655 -1.79317  0.001
O 1.77451 -1.14312 -6.58421  0.008
O 1.00313 1.83080 -4.73163  0.004
C -1.69425 -0.72493 2.46309  0.000
N -0.36578 -0.43243 3.01023  -0.005
C -0.05643 -0.84438 4.37892  -0.001
C 0.58737 0.13581 2.29487  0.002
O 0.44567 0.44728 1.06279  -0.016
H -2.28320 -1.11359 3.30092  0.000
H -1.64671 -1.48294 1.66858  0.000
H -2.16629 0.18546 2.07153  0.000
H 0.68126 -1.66206 4.38712  0.000
H 0.34744 0.00102 4.95123  0.000
H -0.98513 -1.18877 4.84028  0.000
H 1.52432 0.36172 2.81367  0.000

The charge is +4. The spin multiplicity is 6. For the orbital gap (alpha / beta), the calculation gives 0.1613 / 0.1627 Ha. Its expectation value of S² is 8.7586. As for the LUMO energy (alpha / beta): -0.641 / -0.641 Eh.


[3]
C2H3N3S | ωB97M-V/def2-TZVPD

Last column: natural (NBO) charge in e.
Geometry (Å):
C 0.93834 0.47543 0.23542  -0.015
C 0.73029 -0.10914 -0.99781  -0.023
N 0.31127 -0.17901 1.22088  -0.592
N -0.11837 -1.05772 -1.00601  -0.542
N -2.50581 -0.40564 0.77213  -0.612
S -0.57822 -1.37614 0.56005  1.057
H 1.55979 1.44295 0.45080  0.232
H 1.10153 0.21153 -1.94424  0.219
H -2.08394 0.07436 1.61179  0.275

The energy relative to the best compared isomer or geometry (same formula, charge and spin) is 110.2 kcal per mole. For the orbital gap (alpha / beta), the calculation gives 0.2793 / 0.2824 Ha. As for the LUMO energy (alpha / beta): -0.053 / -0.051 Eh.


[4]
C36H59N6O4S2SiTi | ωB97M-V/def2-TZVPD

Last column: Mulliken charge in e.
Geometry (Å):
Ti 0.67798 -0.09999 0.63848  0.476
C -3.15164 3.02377 -0.48967  -1.348
C -2.32388 2.63763 -1.70197  1.708
C -1.26832 3.68476 -2.00689  -1.210
C -3.20714 2.41182 -2.91896  -1.425
O -1.61794 1.39872 -1.31456  -0.336
Si -1.46347 0.01792 -2.15080  -1.808
S -0.64746 -1.33620 -0.59173  0.244
O -0.25651 0.18039 -3.22017  0.977
C 0.22604 -0.42333 -4.47231  1.614
C -0.49333 0.27559 -5.61119  -1.472
C 1.71804 -0.14067 -4.52271  -1.343
C -0.03763 -1.91844 -4.45446  -0.507
O -2.86754 -0.60574 -2.50368  0.406
C -3.77891 -1.62000 -3.04004  1.411
C -3.29273 -2.98550 -2.58927  -1.307
C -3.82481 -1.48660 -4.54983  -1.293
C -5.13330 -1.29626 -2.43084  -1.687
H -3.64152 3.98384 -0.65233  0.486
H -2.51240 3.11215 0.39210  0.031
H -3.92419 2.27649 -0.30063  0.312
H -1.74290 4.60278 -2.35323  0.616
H -0.60254 3.33648 -2.79949  0.103
H -0.69024 3.92584 -1.11450  0.160
H -3.69486 3.34959 -3.18463  0.567
H -3.97670 1.66876 -2.72286  0.239
H -2.61592 2.09615 -3.78383  0.241
H -0.27202 1.34327 -5.60585  0.315
H -1.57165 0.14122 -5.52862  0.200
H -0.17200 -0.13533 -6.56823  0.512
H 1.91885 0.93053 -4.47506  0.272
H 2.13344 -0.51186 -5.45914  0.537
H 2.25539 -0.65831 -3.72021  0.214
H -1.10375 -2.13479 -4.49132  -0.254
H 0.38193 -2.38054 -3.55725  -0.131
H 0.42624 -2.38817 -5.32139  0.615
H -2.28745 -3.19684 -2.95724  0.193
H -3.95889 -3.75698 -2.97463  0.570
H -3.29268 -3.05194 -1.49976  0.234
H -2.86873 -1.73218 -5.01018  0.252
H -4.10983 -0.47392 -4.83692  0.269
H -4.56905 -2.17352 -4.95208  0.520
H -5.08483 -1.34069 -1.34194  0.300
H -5.87562 -2.01821 -2.76987  0.502
H -5.46475 -0.30253 -2.73174  0.365
C 3.56056 -1.75027 1.09628  -1.582
N 2.31505 -1.86727 0.29039  0.976
C 2.77325 -1.94737 -1.12174  -1.688
C 1.72811 -3.21773 0.56674  -1.094
C 1.29286 -3.39968 1.99336  -1.054
N 0.16205 -2.52767 2.34036  0.794
C -1.09775 -3.17609 1.93851  -1.276
C 0.13386 -2.40383 3.80349  -1.386
H 4.14139 -2.67110 0.99855  0.362
H 3.33898 -1.58102 2.14426  0.313
H 4.15650 -0.92333 0.72318  0.421
H 3.44698 -2.79944 -1.23580  0.717
H 3.31600 -1.04947 -1.39910  0.216
H 1.91898 -2.10022 -1.78080  0.331
H 2.49044 -3.96548 0.32882  0.573
H 0.89813 -3.37549 -0.11931  0.347
H 2.11802 -3.18829 2.67236  0.466
H 1.02834 -4.45215 2.15136  0.486
H -1.27135 -4.07553 2.53879  0.494
H -1.07349 -3.46575 0.89219  0.486
H -1.93513 -2.49427 2.08887  0.185
H -0.76758 -1.88398 4.12217  0.341
H 0.12255 -3.39263 4.27547  0.541
H 1.01990 -1.87746 4.16212  0.380
N 1.65524 0.85430 4.68373  0.192
C 3.04053 0.60241 4.91996  0.026
C 3.48700 0.26213 6.18361  -0.792
C 4.83758 -0.00791 6.36695  -0.733
C 5.71772 0.03480 5.29533  -0.766
C 5.25954 0.35450 4.02229  -0.705
C 3.92012 0.65744 3.84647  0.996
S 3.24306 1.22979 2.32295  -0.172
N 1.72991 0.37717 2.41351  0.628
C 1.06404 0.56463 3.52985  0.054
C -0.41321 0.49709 3.42050  -0.447
C -1.28536 0.76505 4.45418  -0.313
C -2.65302 0.77145 4.19641  -1.415
C -3.09121 0.50631 2.91316  -1.068
C -2.15510 0.24702 1.92227  -0.814
N -0.83983 0.24816 2.16369  1.944
H 1.08456 1.01068 5.50091  0.244
H 2.79872 0.20923 7.01889  0.440
H 5.19968 -0.25827 7.35436  0.436
H 6.76675 -0.17669 5.44876  0.446
H 5.94386 0.39768 3.18485  0.506
H -0.93490 0.97029 5.45632  0.619
H -3.35652 0.98456 4.99033  0.562
H -4.14368 0.50233 2.66667  0.626
H -2.45466 0.05508 0.90158  0.314
O 1.58656 0.54290 -1.11580  0.358
C 1.91344 1.88803 -1.48325  -0.385
C 1.53065 2.74647 -0.33401  -0.140
C 1.91043 4.07875 -0.29974  -0.919
C 1.42224 4.88897 0.70349  -0.961
C 0.54769 4.32929 1.62803  -1.169
C 0.25285 2.98913 1.54522  -0.657
N 0.75247 2.17000 0.59457  2.167
H 1.27367 0.06871 -1.91311  -0.637
H 1.31771 2.15985 -2.35694  -0.155
H 2.97450 1.95315 -1.72662  0.677
H 2.56418 4.46630 -1.07021  0.644
H 1.69616 5.93414 0.75649  0.513
H 0.10337 4.92395 2.41353  0.607
H -0.42421 2.55746 2.26175  0.556

The charge is +3. The energy relative to the best compared isomer or geometry (same formula, charge and spin) is 0.7 kcal per mole. For the orbital gap, the calculation gives 0.2430 Ha. As for the LUMO energy: -0.344 Eh.


| no. | electronic energy (eV) |
| --- | --- |
| 1 | -489191.1538 |
| 2 | -70498.0148 |
| 3 | -17423.0169 |
| 4 | -108068.3251 |